Record 1
Molecular formula: C30H51AlNOP3
Method: DFT, ωB97M-V/def2-TZVPD

## Properties
- lowest unoccupied orbital energy (eV) = -5.90
- charge = +2
- strongest force on any atom (eV/A) = 5.204
- HOMO-LUMO gap (eV) = 7.7
- DFT total energy (hartree) = -2569.737305
- HOMO (eV) = -13.583

Last column: Mulliken charge in e.
Geometry (Å):
C1 0.69 -2.25 -3.23  -0.61
C2 3.98 -5.30 -2.49  -0.67
H1 0.24 -2.94 -3.96  0.61
C3 4.74 -4.36 -1.82  -0.63
C4 0.73 -0.72 4.25  -1.59
C5 0.30 -5.62 2.81  -0.77
H2 -1.46 2.57 2.60  0.38
O1 -1.69 -2.36 -0.74  -0.30
H3 -0.50 -6.34 2.65  0.45
P1 0.83 0.38 -2.28  1.30
C6 0.69 -0.45 -5.01  -1.60
H4 -1.29 0.81 5.40  0.26
H5 -1.02 2.31 4.47  0.31
H6 4.55 -0.15 -2.44  0.58
H7 0.68 2.76 -2.70  0.38
C7 -2.27 -1.03 2.75  0.26
C8 1.64 -3.75 2.00  1.12
C9 -1.71 -2.45 2.70  -0.65
H8 -0.50 1.85 -3.65  0.36
C10 0.28 -0.81 -3.58  0.28
C11 2.61 0.79 -2.56  0.47
H9 0.07 -4.75 0.86  0.10
H10 1.79 -2.39 -3.27  0.07
H11 3.03 -1.00 2.20  0.40
H12 4.44 -5.96 -3.26  0.40
H13 -2.23 3.23 0.48  0.51
P2 1.94 -2.53 0.65  1.13
C12 -0.81 -1.67 -0.37  0.23
H14 2.28 2.59 -3.79  0.31
H15 2.77 1.16 -4.72  0.26
H16 3.94 2.02 -3.72  0.48
C13 0.62 -4.71 1.79  -0.53
H17 3.44 -1.01 -3.53  0.24
C14 2.80 -3.64 -0.55  1.05
C15 2.04 -4.68 4.21  -0.71
N1 -0.98 1.84 -0.32  0.60
H18 -2.09 1.77 -1.96  0.39
C16 3.37 -1.60 1.34  -1.89
Al1 0.30 0.33 0.14  0.50
C17 2.35 -3.75 3.21  -0.41
H19 4.16 -2.29 1.66  0.62
C18 2.62 -5.42 -2.20  -0.70
C19 -2.97 -0.76 4.08  -1.61
H20 0.47 0.60 -5.27  0.34
H21 0.12 -1.08 -5.71  0.49
H22 -0.82 -0.75 -3.51  0.48
H23 -2.33 -1.00 4.94  0.28
C20 1.01 -5.61 4.02  -0.65
H24 4.81 -2.81 -0.33  0.26
H25 3.16 -3.04 3.39  0.24
H26 2.59 -4.66 5.14  0.47
H27 0.98 -4.75 -0.98  0.04
H28 1.60 -0.44 4.86  0.57
P3 -1.01 0.22 2.24  1.34
C21 -2.11 2.18 0.55  -1.17
H29 -1.26 -2.66 1.72  -0.31
H30 2.00 -6.15 -2.73  0.42
C22 2.90 1.69 -3.77  -1.44
C23 -1.93 1.76 2.00  -1.00
H31 5.82 -4.26 -2.04  0.41
H32 0.24 1.68 5.52  0.48
H33 0.77 -6.34 4.80  0.41
C24 -0.55 1.38 4.82  -1.42
H34 1.75 -0.65 -5.20  0.28
H35 -0.95 -2.63 3.47  0.06
H36 3.76 -0.91 0.58  0.39
H37 -2.52 -3.18 2.85  0.60
H38 -1.36 3.31 -1.67  0.52
H39 -3.85 -1.41 4.16  0.49
H40 1.10 -1.39 3.45  0.18
H41 3.26 -1.16 -1.75  0.23
H42 -3.33 0.27 4.18  0.34
H43 -2.92 1.70 0.08  0.39
C25 4.18 -3.53 -0.86  -0.41
H44 -3.03 -0.95 1.95  0.48
C26 -0.05 1.93 -2.65  -1.02
H45 0.05 -1.29 4.89  0.25
H46 2.85 1.37 -1.65  0.42
H47 -2.94 1.63 2.40  0.36
H48 0.34 -2.52 -2.23  -0.37
C27 3.50 -0.46 -2.57  -1.66
H49 1.64 0.96 0.71  -0.62
C28 0.09 0.56 3.70  0.44
H50 0.88 1.17 3.24  0.42
H51 -0.37 2.61 -0.04  0.32
C29 2.04 -4.62 -1.22  -0.52
C30 -1.20 2.26 -1.70  -1.17

Record 2
Molecular formula: C30H51BrN4P2Pb
Method: DFT, ωB97M-V/def2-TZVPD

## Properties
- lowest unoccupied orbital energy (spin up / spin down) (eV) = -13.56 / -13.58
- ΔE to the lowest compared entry with this formula, charge and spin (kcal per mole) = 25.9
- charge = +4
- strongest force on any atom (eV/A) = 2.723
- HOMO-LUMO gap (spin up / spin down) (eV) = 3.7 / 3.7
- DFT total energy (hartree) = -4840.510371
- HOMO (spin up / spin down) (eV) = -17.279 / -17.281

Last column: Mulliken charge in e.
Geometry (Å):
C1 3.38 -0.79 1.03  0.05
C2 -0.76 3.68 -2.18  -0.44
C3 0.03 0.20 -1.03  2.70
C4 3.70 -4.24 0.19  -1.17
H1 -1.41 5.78 -7.66  0.41
H2 4.17 -0.87 -1.61  0.33
C5 -1.26 5.04 -5.58  -0.39
H3 4.14 -5.06 0.77  0.40
H4 2.41 2.10 5.03  0.58
H5 -0.57 -0.45 5.95  0.40
H6 2.74 -2.95 -1.75  0.60
N1 -1.03 7.28 -6.35  -0.45
N2 -1.08 1.96 2.95  -0.37
C6 0.92 0.43 -0.03  -1.29
H7 -1.70 -0.85 -3.01  -0.05
H8 3.42 -4.64 -0.80  0.36
H9 2.04 1.92 1.11  0.60
P1 -2.24 -2.78 -1.57  0.17
H10 0.12 -2.84 -1.99  -0.34
Br1 0.06 -1.29 1.77  0.00
C7 2.52 -3.62 0.94  -0.38
H11 -0.93 -5.64 -1.40  0.40
C8 0.33 2.33 6.24  -1.29
H12 -1.25 -4.84 -2.97  0.39
H13 -0.16 -3.55 -0.39  -0.51
C9 2.33 -1.97 -1.44  0.06
C10 -2.95 -2.10 -4.25  -1.35
H14 2.70 0.12 -1.69  0.30
C11 -3.11 0.85 4.24  -1.05
H15 -0.66 2.70 6.50  0.39
H16 -1.62 0.58 6.98  0.29
H17 -4.39 -3.95 1.31  0.40
C12 -2.55 -1.53 -2.85  0.22
C13 1.69 1.95 4.23  -0.94
H18 4.71 -2.26 1.88  0.40
H19 4.51 -3.53 -0.01  0.28
C14 -1.56 0.05 6.01  -1.10
H20 5.12 -1.83 0.19  0.35
H21 5.48 -0.70 1.49  0.43
H22 -2.33 -0.74 6.01  0.42
H23 -3.24 -0.09 3.68  0.27
H24 -0.55 7.30 -3.09  0.40
H25 -3.94 -4.78 -0.21  0.37
Pb1 -2.65 1.79 -0.04  1.39
C15 -2.80 -2.97 0.18  -0.15
H26 1.05 3.14 6.35  0.53
C16 -0.79 1.55 4.18  0.35
N3 0.40 1.78 4.90  0.17
H27 -2.10 -2.58 -4.74  0.36
H28 -1.41 4.02 -5.93  0.37
C17 -0.80 7.71 -5.13  -0.37
H29 1.72 2.83 3.58  0.28
C18 -1.25 5.99 -6.61  -0.36
C19 -0.69 1.32 -1.60  -1.41
C20 3.15 -0.82 -2.00  -1.54
H30 -0.01 -0.82 -1.42  -1.08
H31 0.61 1.55 6.96  0.37
H32 -3.22 1.67 3.53  0.33
P2 2.07 -1.89 0.40  1.07
N4 -1.80 0.91 4.87  0.15
H33 1.94 1.04 3.68  0.16
H34 -4.91 -3.30 -0.29  0.40
H35 1.59 -4.21 0.83  0.48
H36 -1.37 1.19 -2.43  0.88
C21 0.84 2.82 -0.44  -0.48
H37 1.36 -1.94 -1.93  0.04
H38 -3.90 0.93 5.01  0.42
H39 -3.76 -2.83 -4.15  0.40
H40 -3.30 -1.28 -4.89  0.41
C22 -0.79 6.83 -4.03  -0.45
H41 0.44 -5.20 -2.46  0.37
H42 -2.87 -1.98 0.68  0.18
H43 3.40 0.07 0.36  0.49
C23 -1.06 5.45 -4.23  0.51
C24 -0.17 2.65 -1.36  0.17
C25 1.32 1.71 0.30  -1.02
H44 1.31 3.80 -0.33  0.62
H45 2.69 -3.53 2.03  0.51
C26 -0.57 -3.50 -1.43  1.01
H46 -2.01 -3.50 0.76  0.29
C27 -4.11 -3.80 0.26  -1.30
H47 3.01 -0.43 2.01  0.01
H48 -0.62 8.78 -5.06  0.41
C28 -0.56 -4.89 -2.10  -1.29
C29 4.75 -1.44 1.15  -1.55
H49 3.21 -0.85 -3.09  0.44
H50 -3.38 -0.91 -2.45  0.46
C30 -1.03 4.50 -3.07  0.22
H51 -0.20 2.27 2.51  -0.07

Record 3
Molecular formula: C30H51NP2Ti
Method: DFT, ωB97M-V/def2-TZVPD

## Properties
- lowest unoccupied orbital energy (spin up / spin down) (eV) = -3.42 / -3.17
- spin multiplicity = 2
- ΔE to the lowest compared entry with this formula, charge and spin (kcal per mole) = 45.0
- charge = +1
- strongest force on any atom (eV/A) = 4.825
- HOMO-LUMO gap (spin up / spin down) (eV) = 6.5 / 6.8
- DFT total energy (hartree) = -2760.305780
- HOMO (spin up / spin down) (eV) = -9.963 / -9.963

Last column: Löwdin spin population.
Geometry (Å):
H1 -1.90 -3.65 0.58  0.00
H2 1.79 4.91 0.48  0.00
P1 3.85 3.53 -3.90  0.00
Ti1 -0.55 -0.26 -1.36  0.92
H3 1.31 0.99 -2.97  0.00
C1 -1.07 1.76 1.75  0.00
H4 -0.63 -3.56 -0.66  0.00
H5 -0.51 3.47 -6.94  0.00
H6 1.89 -4.40 -3.23  0.00
C2 0.17 4.73 -4.24  0.00
C3 0.68 3.63 -0.64  0.00
C4 1.60 1.90 -2.36  0.00
C5 2.79 1.49 0.85  0.00
H7 1.96 2.56 -3.20  0.00
H8 4.21 1.84 -5.63  0.00
H9 -2.50 1.87 -1.70  0.00
H10 -0.88 4.54 -4.00  0.00
C6 -2.20 0.40 -0.15  0.03
H11 5.73 2.63 -5.15  0.00
H12 1.57 2.82 1.93  0.00
H13 3.44 0.85 -2.40  0.00
H14 -1.38 2.64 -5.63  0.00
C7 0.31 -1.02 2.24  0.00
H15 6.16 4.15 -3.42  0.00
H16 0.87 -0.15 2.57  0.00
H17 -0.08 0.25 -4.66  0.00
C8 2.98 1.55 -1.69  0.00
H18 1.02 -1.82 2.04  0.00
P2 0.88 3.23 -5.00  0.00
H19 2.47 3.40 -6.86  0.00
H20 4.19 4.69 -5.97  0.00
H21 -0.20 4.13 -0.24  0.00
C9 1.39 -2.63 -2.05  0.00
H22 3.20 5.62 -4.94  0.00
H23 -3.61 -0.97 -2.18  0.00
C10 2.15 4.06 -6.07  0.00
H24 -1.35 0.00 -3.45  0.00
C11 0.52 -2.85 -4.16  0.00
H25 2.12 -3.74 -0.41  0.00
C12 4.79 2.22 -4.77  0.00
H26 -3.09 2.36 -0.11  0.00
H27 0.26 -3.19 -5.18  0.00
H28 -0.23 1.68 2.44  0.00
C13 2.99 0.90 -0.34  0.00
H29 -3.63 -2.48 -1.27  0.00
C14 -0.43 2.71 -6.16  0.00
H30 5.06 4.33 -1.99  0.00
C15 -0.70 -0.52 -4.20  0.00
H31 1.67 4.91 -6.55  0.00
H32 -0.22 -3.37 1.07  0.00
H33 -1.35 -0.90 -5.01  0.00
H34 5.08 5.57 -3.29  0.00
C16 -2.96 1.49 -0.78  0.01
H35 3.24 3.41 1.64  0.00
C17 2.14 -2.70 -0.77  0.00
H36 -2.32 -2.15 -2.37  0.00
H37 2.72 3.97 -0.70  0.00
C18 3.35 4.60 -5.31  0.00
H38 -0.28 -1.35 3.10  0.00
C19 -2.20 -1.01 -0.56  0.01
C20 2.38 2.91 1.19  0.00
H39 -3.96 1.12 -1.06  0.00
C21 -0.57 -0.68 1.09  0.00
C22 5.18 4.50 -3.07  0.00
H40 4.99 1.38 -4.09  0.00
C23 1.95 3.90 0.05  0.00
H41 0.20 5.56 -4.94  0.00
H42 -0.51 2.46 -2.09  0.00
C24 1.35 -3.44 -3.17  0.00
H43 -1.95 2.00 2.37  0.00
H44 3.18 -2.38 -0.97  0.00
C25 0.08 -1.65 -3.62  0.00
C26 -2.98 -1.68 -1.64  0.02
H45 -0.13 1.76 -6.62  0.00
H46 1.77 -2.04 0.04  0.00
H47 -0.87 2.64 1.14  0.00
C27 0.52 2.70 -1.67  0.00
C28 -1.17 -1.65 0.22  -0.01
C29 -0.97 -3.13 0.29  0.00
H48 3.20 -0.17 -0.32  0.00
H49 0.71 5.02 -3.34  0.00
N1 0.60 -1.55 -2.34  0.00
H50 2.87 0.83 1.73  0.00
C30 -1.21 0.56 0.90  -0.01
H51 3.64 2.42 -1.72  0.00

Record 4
Molecular formula: C30H52BKN4P2S
Method: DFT, ωB97M-V/def2-TZVPD

## Properties
- lowest unoccupied orbital energy (eV) = -0.55
- ΔE to the lowest compared entry with this formula, charge and spin (kcal per mole) = 25.0
- strongest force on any atom (eV/A) = 0.902
- HOMO-LUMO gap (eV) = 4.3
- DFT total energy (hartree) = -3099.055183
- HOMO (eV) = -4.847

Last column: Mulliken charge in e.
Geometry (Å):
C1 -2.98 -1.89 -4.74  -1.17
C2 -3.02 -1.25 -1.14  0.04
H1 -0.37 2.96 -4.69  0.51
C3 6.40 2.94 1.92  -0.75
H2 2.66 -3.91 0.77  0.57
H3 -0.62 0.99 3.45  0.24
C4 0.63 -1.51 5.49  -1.69
H4 0.07 -1.16 6.36  0.50
H5 7.17 2.01 3.68  0.38
H6 -2.12 -5.05 -0.10  0.22
H7 0.41 3.09 1.63  0.22
H8 1.65 4.92 -3.26  0.27
H9 -1.89 -1.19 3.14  0.21
H10 1.63 5.56 -0.97  0.32
H11 1.72 4.20 1.24  0.23
H12 7.26 3.58 1.80  0.38
H13 -2.96 -2.81 -5.32  0.35
C5 -1.33 3.87 -0.35  -1.72
H14 -1.63 2.94 0.14  0.27
P1 0.94 -1.16 2.59  0.89
H15 -1.40 -2.64 4.04  0.33
H16 2.54 1.23 -3.24  0.32
H17 -1.74 3.85 -1.36  0.25
H18 1.91 -2.40 0.23  0.15
H19 0.12 4.85 1.66  0.59
C6 2.13 -3.74 3.42  -1.72
C7 0.19 4.05 -0.34  2.23
N1 3.08 2.04 0.43  0.44
H20 5.21 0.51 3.99  0.47
H21 -0.49 -3.95 2.68  0.34
C8 0.00 -0.96 4.22  1.54
H22 3.36 -1.25 3.13  0.71
C9 1.03 2.82 -3.05  1.80
N2 -3.00 -2.55 -0.65  -0.01
C10 4.25 2.19 1.17  0.12
H23 -0.78 0.79 5.21  0.57
N3 3.00 0.57 2.16  0.71
H24 3.37 2.42 -1.61  0.71
C11 -0.38 3.03 -3.60  -2.04
P2 0.96 2.53 -1.18  0.24
B1 2.22 1.01 1.01  -0.19
C12 1.54 1.48 -3.60  -1.73
C13 5.35 3.01 0.99  -0.59
C14 -1.41 -1.55 4.06  -1.67
C15 1.43 -2.97 2.29  1.95
C16 2.38 -2.89 1.08  -1.65
H25 -3.03 -4.33 -3.44  0.34
C17 1.96 3.92 -3.58  -1.74
H26 -3.88 -5.07 -0.08  0.36
H27 -1.07 2.27 -3.22  0.37
C18 -3.02 -3.65 -1.42  0.93
H28 -3.00 -5.78 -1.45  0.36
C19 0.20 -3.76 1.86  -2.13
H29 2.99 3.84 -0.65  0.43
S1 -3.04 0.00 -0.03  -0.37
H30 -2.11 -1.28 -4.98  0.27
C20 5.24 1.21 3.16  -0.42
H31 2.99 3.77 -3.26  0.28
H32 -0.35 -3.23 1.07  0.18
C21 2.77 2.77 -0.77  -1.76
H33 1.59 1.52 -4.70  0.53
C22 -0.15 0.56 4.34  -1.71
C23 4.20 1.28 2.25  0.29
C24 0.55 5.40 -0.93  -1.93
H34 2.55 -0.05 4.11  0.64
H35 -0.79 4.01 -3.33  0.29
H36 1.67 -1.19 5.62  0.24
H37 0.13 6.20 -0.30  0.51
C25 -3.01 -4.97 -0.73  -1.30
N4 -2.99 -1.10 -2.49  -0.52
H38 0.87 0.66 -3.33  0.19
H39 0.81 1.07 4.48  0.26
H40 3.30 -2.34 1.31  0.30
H41 -2.03 -1.24 4.91  0.50
C26 -3.02 -3.48 -2.77  -0.86
H42 2.48 -4.71 3.04  0.50
K1 -0.15 0.03 0.00  0.92
H43 0.50 -4.74 1.45  0.59
H44 5.39 3.71 0.16  0.45
H45 -3.04 -2.63 0.35  0.27
H46 0.62 -2.60 5.51  0.31
H47 1.95 3.91 -4.68  0.53
H48 1.46 -3.94 4.25  0.30
C27 2.61 -0.45 3.09  -2.24
C28 6.34 2.05 2.98  -0.83
H49 -3.86 -1.31 -5.01  0.31
H50 3.00 -3.20 3.80  0.29
C29 -3.00 -2.15 -3.27  0.95
C30 0.64 4.04 1.13  -1.81
H51 -1.80 4.69 0.19  0.48
H52 0.15 5.53 -1.94  0.31

Record 5
Molecular formula: C30H52BrN3OP2Zn
Method: DFT, ωB97M-V/def2-TZVPD

## Properties
- lowest unoccupied orbital energy (spin up / spin down) (eV) = -7.53 / -9.85
- ΔE to the lowest compared entry with this formula, charge and spin (kcal per mole) = 0.0
- charge = +2
- strongest force on any atom (eV/A) = 4.065
- HOMO-LUMO gap (spin up / spin down) (eV) = 3.2 / 1.1
- DFT total energy (hartree) = -6449.247289
- HOMO (spin up / spin down) (eV) = -10.768 / -10.941

Last column: Mulliken charge in e.
Geometry (Å):
H1 -3.93 -4.56 4.34  0.37
N1 4.31 3.29 -9.14  0.00
C1 -5.83 -3.68 0.16  -1.24
H2 4.17 1.73 -4.53  0.25
H3 3.54 1.92 -2.59  0.21
H4 -2.48 -0.30 -0.29  -0.25
C2 2.09 0.18 3.55  0.25
H5 2.88 1.10 -0.31  0.45
H6 -3.61 2.29 -1.58  0.37
C3 2.70 2.97 -7.39  -0.42
H7 3.13 0.00 6.14  0.41
Br1 -0.31 -2.14 0.49  -0.50
H8 -1.28 4.32 2.20  0.28
H9 1.02 3.17 0.46  0.18
C4 -1.94 -5.19 0.87  0.08
P1 -1.39 1.64 0.54  1.29
H10 -2.49 -7.30 0.93  0.36
C5 0.32 3.80 -0.12  -1.26
C6 3.33 1.94 -5.21  -0.28
H11 -6.18 -2.99 0.94  0.31
H12 1.66 3.10 -7.07  0.37
H13 2.87 -1.37 1.51  0.13
H14 1.24 1.72 -5.55  0.29
H15 -6.25 -3.35 -0.79  0.38
C7 -3.24 1.25 -1.63  -1.34
H16 -3.02 1.76 2.26  0.54
C8 2.06 0.17 6.08  -1.05
H17 5.22 -0.92 3.81  0.35
C9 1.05 0.20 -1.05  0.01
H18 -3.99 -2.58 2.67  0.38
H19 -0.44 0.56 4.33  0.28
H20 1.52 -0.72 6.43  0.33
H21 0.85 4.11 -1.03  0.33
C10 0.52 0.46 -3.35  -1.08
C11 5.26 2.78 -8.36  -0.35
H22 -3.98 -4.26 -0.83  0.42
C12 -4.30 -3.72 0.08  0.28
O1 1.36 0.46 2.54  -0.63
P2 -3.57 -4.63 1.50  -0.12
H23 -0.14 0.33 -4.21  0.35
H24 -3.86 -2.71 0.07  -0.41
C13 2.61 1.36 -2.43  -1.15
H25 -0.96 -6.95 0.10  0.38
H26 -4.06 0.62 -1.98  0.42
C14 -1.98 -6.59 0.27  -1.34
H27 1.80 1.00 6.75  0.35
H28 -2.66 3.98 3.25  0.43
H29 3.77 0.17 1.37  0.26
C15 0.21 -0.08 -2.11  0.68
C16 2.25 0.88 -1.17  -0.36
C17 1.73 1.17 -3.52  1.06
H30 -2.43 1.20 -2.37  0.21
C18 4.32 -0.60 4.34  -1.20
C19 3.68 2.42 -6.54  0.89
C20 -3.17 -3.31 2.72  0.27
C21 5.00 2.34 -7.05  -0.39
H31 6.27 2.71 -8.77  0.40
H32 -6.25 -4.67 0.38  0.36
H33 2.31 3.82 -9.36  0.40
C22 -3.08 -3.91 4.12  -1.31
H34 -0.69 -0.67 -1.99  0.68
H35 -1.61 -4.45 0.12  -0.16
H36 0.10 4.70 0.47  0.42
H37 -2.92 4.18 1.51  0.36
N2 3.28 -0.42 3.34  0.09
H38 5.82 1.93 -6.45  0.43
H39 4.55 0.34 4.87  0.40
H40 -0.88 2.69 -1.54  0.37
H41 4.06 -1.39 5.06  0.39
C23 3.65 -0.74 1.97  -0.77
H42 0.09 1.50 5.76  0.32
C24 -0.97 3.07 -0.51  -0.73
H43 -2.50 -6.59 -0.70  0.31
N3 1.62 0.57 4.76  0.09
C25 2.06 1.67 -4.83  -0.33
H44 -2.17 -4.52 4.24  0.33
C26 -2.23 3.78 2.27  -1.40
H45 -2.24 -2.83 2.40  -0.32
C27 3.06 3.39 -8.69  -0.39
H46 -1.23 -5.14 1.71  0.44
H47 -1.83 3.75 -0.48  0.65
H48 -1.37 1.88 2.90  -0.47
Zn1 0.34 0.13 0.83  -0.19
H49 4.60 -1.28 2.01  0.36
C28 0.33 1.23 4.73  -0.88
C29 -2.80 0.76 -0.25  -0.16
H50 0.37 2.13 4.11  0.29
H51 -3.63 0.83 0.47  0.60
H52 -3.05 -3.13 4.88  0.37
C30 -2.05 2.27 2.12  0.24